Formula: C4H5NO3S2
Source: OMol25
Level of theory: wB97M-V/def2-TZVPD

Computed properties:
Energy relative to the best compared isomer or geometry (same formula, charge and spin) ... 13.2 kcal per mole
Multiplicity ... 3
Total energy ... -33523.672 eV
HOMO-LUMO gap (alpha / beta) ... 6.603 / 6.212 eV

Geometry (Å):
S: -0.808 -1.549 -2.814
S: -3.005 0.588 -1.275
O: 0.215 -1.011 -3.663
O: -4.213 -0.100 -1.365
O: -2.000 -0.455 -2.307
N: -2.525 1.228 0.286
C: -0.222 -1.504 -1.070
C: -0.049 0.965 -0.412
C: -1.276 1.533 0.429
C: -0.098 -0.552 -0.189
H: -0.079 -2.490 -0.623
H: -0.155 -0.735 0.947
H: -0.994 2.218 1.214
H: 0.892 1.560 -0.041
H: -0.254 1.116 -1.393


Formula: C4H5NO4
Source: OMol25
Level of theory: wB97M-V/def2-TZVPD

Computed properties:
Energy relative to the best compared isomer or geometry (same formula, charge and spin) ... 44.0 kcal per mole
Multiplicity ... 1
Total energy ... -13907.503 eV
HOMO-LUMO gap ... 8.632 eV

Geometry (Å):
O: 0.246 -1.026 -0.959
O: -1.392 0.311 -1.670
O: -1.038 -1.621 -2.770
O: 0.872 0.160 1.036
N: -1.524 1.899 0.107
C: 0.095 0.023 -0.087
C: -0.874 0.848 -0.517
C: -0.744 -0.871 -1.902
C: 1.585 -0.988 1.524
H: 1.257 -0.938 2.508
H: -1.059 1.960 1.004
H: 2.639 -0.814 1.353
H: 1.341 -1.746 0.802
H: -1.404 2.802 -0.430


Formula: C4H5NOS
Source: OMol25
Level of theory: wB97M-V/def2-TZVPD

Computed properties:
Energy relative to the best compared isomer or geometry (same formula, charge and spin) ... 35.8 kcal per mole
Multiplicity ... 1
Total energy ... -18600.365 eV
HOMO-LUMO gap ... 8.286 eV

Geometry (Å):
S: -2.784 0.461 -0.242
O: 2.838 0.252 -0.127
N: -0.456 -0.809 0.055
C: 1.788 -0.345 -0.272
C: 0.209 1.572 0.112
C: 0.401 0.254 -0.093
C: -1.800 -0.780 0.078
H: -2.280 -1.696 0.448
H: -0.762 2.037 0.335
H: -0.013 -1.731 0.115
H: 1.754 -1.437 -0.494
H: 1.105 2.223 0.084


Formula: C4H5NOS
Source: OMol25
Level of theory: wB97M-V/def2-TZVPD

Computed properties:
Energy relative to the best compared isomer or geometry (same formula, charge and spin) ... 15.7 kcal per mole
Multiplicity ... 1
Total energy ... -18601.238 eV
HOMO-LUMO gap ... 8.151 eV

Geometry (Å):
S: -0.944 -2.899 -0.219
O: 0.589 1.973 -0.831
N: 0.409 0.956 1.627
C: 0.021 -0.134 1.026
C: -0.097 -0.261 -0.367
C: -0.536 -1.500 -0.963
C: 0.215 0.861 -1.230
H: -0.600 -1.442 -2.045
H: 0.465 0.983 2.634
H: -0.255 -1.013 1.622
H: 0.648 1.779 1.061
H: 0.085 0.698 -2.316


Formula: C4H5NOS
Source: OMol25
Level of theory: wB97M-V/def2-TZVPD

Computed properties:
Energy relative to the best compared isomer or geometry (same formula, charge and spin) ... 110.1 kcal per mole
Multiplicity ... 1
Total energy ... -18597.144 eV
HOMO-LUMO gap ... 7.718 eV

Geometry (Å):
S: -2.537 -0.215 -0.176
O: -0.509 2.107 0.127
N: 1.266 0.579 -0.240
C: -0.004 0.973 0.238
C: 0.106 -1.314 0.111
C: -0.704 -0.139 0.506
C: 1.322 -0.867 -0.229
H: 2.176 -1.180 -0.565
H: -0.863 -0.251 1.546
H: -2.043 1.510 -1.382
H: -0.335 -2.307 0.388
H: 2.127 1.102 -0.324


Formula: C4H5NOS2
Source: OMol25
Level of theory: wB97M-V/def2-TZVPD

Computed properties:
Energy relative to the best compared isomer or geometry (same formula, charge and spin) ... 69.0 kcal per mole
Multiplicity ... 1
Total energy ... -29434.103 eV
HOMO-LUMO gap ... 8.470 eV

Geometry (Å):
S: -0.908 -0.356 -3.765
S: -0.428 1.720 3.310
O: 1.380 -0.857 -0.565
N: -0.549 0.504 2.122
C: 0.172 -0.431 -0.001
C: -0.225 -0.969 -2.469
C: 0.261 0.586 1.105
C: 0.474 -0.157 -1.413
H: 0.727 0.859 -1.713
H: -1.216 1.086 4.242
H: 1.129 1.253 1.206
H: -0.566 -1.213 0.277
H: -0.251 -2.026 -2.336


Formula: C4H5NOS2
Source: OMol25
Level of theory: wB97M-V/def2-TZVPD

Computed properties:
Energy relative to the best compared isomer or geometry (same formula, charge and spin) ... 37.4 kcal per mole
Multiplicity ... 1
Total energy ... -29435.472 eV
HOMO-LUMO gap ... 8.827 eV

Geometry (Å):
S: 1.492 -1.875 -0.644
S: -2.813 -1.173 0.286
O: 1.955 -0.778 1.674
N: -1.308 -0.389 0.371
C: 1.568 -0.536 0.557
C: -1.169 0.706 -0.270
C: 0.135 1.396 -0.262
C: 1.298 0.863 0.078
H: -1.976 1.204 -0.815
H: -2.474 -2.164 1.129
H: 2.194 1.459 0.106
H: 0.118 2.430 -0.558
H: 0.980 -1.143 -1.652


Formula: C4H5NP2
Source: OMol25
Level of theory: wB97M-V/def2-TZVPD

Computed properties:
Energy relative to the best compared isomer or geometry (same formula, charge and spin) ... 28.9 kcal per mole
Multiplicity ... 1
Total energy ... -24291.166 eV
HOMO-LUMO gap ... 8.570 eV

Geometry (Å):
P: 3.338 0.088 -1.048
P: -2.308 -1.323 -1.441
N: 3.682 1.086 0.087
C: -1.328 -0.475 -0.368
C: 0.344 -0.305 -0.973
C: 1.501 0.055 -0.880
C: -1.537 0.139 0.969
H: 4.629 1.034 0.574
H: -1.076 -0.465 1.737
H: -1.001 1.132 1.102
H: -2.531 0.109 1.144
H: -3.714 -1.075 -0.903


Formula: C4H5NS
Source: OMol25
Level of theory: wB97M-V/def2-TZVPD

Computed properties:
Energy relative to the best compared isomer or geometry (same formula, charge and spin) ... 50.3 kcal per mole
Multiplicity ... 1
Total energy ... -16551.882 eV
HOMO-LUMO gap ... 9.830 eV

Geometry (Å):
S: 1.381 1.690 0.059
N: 1.970 -1.967 -0.219
C: -1.009 -0.045 -0.550
C: 1.224 -1.091 -0.022
C: 0.304 -0.079 0.167
C: -0.956 0.013 0.963
H: -1.317 -0.988 -1.028
H: -1.038 0.699 -1.297
H: -1.361 -0.844 1.600
H: -1.286 0.963 1.400
H: 2.088 1.650 -1.072


Formula: C4H5NS
Source: OMol25
Level of theory: wB97M-V/def2-TZVPD

Computed properties:
Energy relative to the best compared isomer or geometry (same formula, charge and spin) ... 184.1 kcal per mole
Multiplicity ... 1
Total energy ... -16546.081 eV
HOMO-LUMO gap ... 8.642 eV

Geometry (Å):
S: -1.598 -0.236 0.101
N: -2.816 0.616 0.321
C: -0.952 -1.726 -0.163
C: 0.879 1.691 -0.200
C: -0.060 0.778 -0.055
C: 1.407 0.353 0.267
H: 1.835 -0.280 -0.457
H: -1.501 -2.535 -0.319
H: 0.021 -1.593 -0.538
H: 1.681 0.251 1.250
H: 1.104 2.680 -0.207


Formula: C4H5NS
Source: OMol25
Level of theory: wB97M-V/def2-TZVPD

Computed properties:
Energy relative to the best compared isomer or geometry (same formula, charge and spin) ... 64.2 kcal per mole
Multiplicity ... 1
Total energy ... -16551.279 eV
HOMO-LUMO gap ... 9.343 eV

Geometry (Å):
S: 2.047 1.393 -0.066
N: 2.628 -2.116 0.072
C: 1.773 -1.355 0.011
C: 0.832 -0.372 -0.198
C: -0.512 -0.226 0.473
C: -0.364 -0.248 -1.015
H: -0.673 0.684 -1.653
H: -0.894 0.726 1.073
H: 2.376 1.531 1.299
H: -0.829 -1.049 1.005
H: -0.732 -1.152 -1.658


Formula: C4H5NS
Source: OMol25
Level of theory: wB97M-V/def2-TZVPD

Computed properties:
Energy relative to the best compared isomer or geometry (same formula, charge and spin) ... 7.5 kcal per mole
Multiplicity ... 1
Total energy ... -16553.740 eV
HOMO-LUMO gap ... 8.913 eV

Geometry (Å):
S: 2.643 -0.218 -0.071
N: -1.325 -0.773 -0.012
C: 0.043 1.015 0.033
C: -0.020 -1.215 0.001
C: 0.882 -0.205 -0.003
C: -1.241 0.622 -0.055
H: -2.138 -1.350 -0.118
H: 0.227 -2.262 0.140
H: 2.698 1.077 0.358
H: 0.366 2.077 -0.034
H: -2.136 1.232 -0.240


Formula: C4H5NS2
Source: OMol25
Level of theory: wB97M-V/def2-TZVPD

Computed properties:
Energy relative to the best compared isomer or geometry (same formula, charge and spin) ... 24.0 kcal per mole
Multiplicity ... 1
Total energy ... -27388.676 eV
HOMO-LUMO gap ... 8.983 eV

Geometry (Å):
S: 0.676 1.797 -0.152
S: 3.281 0.248 0.135
N: 0.885 -0.794 -0.425
C: -1.116 -0.032 0.859
C: -0.863 0.897 -0.257
C: -0.509 -0.585 -0.451
C: 1.626 0.334 -0.130
H: -0.413 -0.014 1.668
H: 1.423 -1.621 -0.394
H: -2.147 -0.324 1.062
H: -1.704 1.280 -0.812
H: -1.139 -1.186 -1.103


Formula: C4H5NS2
Source: OMol25
Level of theory: wB97M-V/def2-TZVPD

Computed properties:
Energy relative to the best compared isomer or geometry (same formula, charge and spin) ... 58.0 kcal per mole
Multiplicity ... 1
Total energy ... -27387.202 eV
HOMO-LUMO gap ... 8.175 eV

Geometry (Å):
S: 2.657 -0.712 0.000
S: -2.015 -1.338 -0.047
N: -0.948 1.093 -0.349
C: 1.195 -0.161 0.305
C: 0.482 0.933 -0.484
C: -0.150 2.066 0.298
C: -1.888 0.266 0.144
H: -0.241 3.067 -0.119
H: 0.929 1.134 -1.476
H: 0.619 -0.528 1.138
H: -2.652 0.768 0.722
H: -0.118 2.083 1.360


Formula: C4H5O2P
Source: OMol25
Level of theory: wB97M-V/def2-TZVPD

Computed properties:
Energy relative to the best compared isomer or geometry (same formula, charge and spin) ... 98.8 kcal per mole
Multiplicity ... 1
Total energy ... -17607.704 eV
HOMO-LUMO gap ... 9.653 eV

Geometry (Å):
P: 2.104 1.226 0.185
O: -0.413 0.866 -0.201
O: 2.241 -0.468 -0.402
C: 0.402 -2.000 0.190
C: -1.532 0.577 0.019
C: -2.807 0.346 0.146
C: 1.388 -1.299 0.092
H: 3.505 1.353 0.192
H: 1.818 1.671 -1.224
H: -3.575 1.241 0.026
H: 0.141 -2.969 0.533
H: -3.272 -0.544 0.443


Formula: C4H5O2S
Source: OMol25
Level of theory: wB97M-V/def2-TZVPD

Computed properties:
Energy relative to the best compared isomer or geometry (same formula, charge and spin) ... 50.9 kcal per mole
Multiplicity ... 1
Charge ... -1
Total energy ... -19158.334 eV
HOMO-LUMO gap ... 5.347 eV

Geometry (Å):
S: -1.811 0.010 1.220
O: 0.000 3.359 -0.819
O: 1.151 1.724 -1.975
C: 0.527 2.436 -1.271
C: -0.066 -0.257 0.645
C: -0.987 0.335 -0.305
C: 0.428 -1.705 0.586
H: 0.553 -2.099 1.606
H: 1.337 -1.570 -0.043
H: -0.359 -2.311 0.106
H: -1.309 -0.251 -1.128
H: 0.535 0.329 1.378


Formula: C4H5O2S2
Source: OMol25
Level of theory: wB97M-V/def2-TZVPD

Computed properties:
Energy relative to the best compared isomer or geometry (same formula, charge and spin) ... 66.5 kcal per mole
Multiplicity ... 1
Charge ... -1
Total energy ... -29992.238 eV
HOMO-LUMO gap ... 7.373 eV

Geometry (Å):
S: 1.195 1.961 -0.094
S: -2.211 0.959 1.436
O: -2.936 0.203 0.394
O: -2.318 0.243 2.753
C: 1.086 0.646 -1.200
C: -0.487 0.358 0.945
C: 1.084 -0.771 -0.567
C: 0.078 -0.715 0.576
H: 1.880 0.888 -1.908
H: -0.196 -1.685 0.944
H: 0.631 -1.487 -1.214
H: 0.178 0.551 -1.897
H: 2.019 -1.152 -0.168


Formula: C4H5O4Sm
Source: OMol25
Level of theory: wB97M-V/def2-TZVPD

Computed properties:
Energy relative to the best compared isomer or geometry (same formula, charge and spin) ... 84.4 kcal per mole
Multiplicity ... 7
Charge ... +1
Total energy ... -30312.505 eV
HOMO-LUMO gap (alpha / beta) ... 5.435 / 7.342 eV

Geometry (Å):
Sm: 0.497 2.406 0.221
O: 2.486 1.946 1.204
O: 2.128 1.210 -0.834
O: 4.118 0.814 0.146
O: -1.609 -0.429 0.898
C: -1.804 0.701 0.199
C: -0.552 -1.894 -0.695
C: 3.005 1.352 0.150
C: -1.406 -1.651 0.306
H: -1.946 -2.431 0.845
H: -1.994 0.596 -0.876
H: -0.295 -1.149 -1.450
H: -0.292 -2.933 -0.897
H: -2.334 1.462 0.783


Formula: C4H5O5Sr
Source: OMol25
Level of theory: wB97M-V/def2-TZVPD

Computed properties:
Energy relative to the best compared isomer or geometry (same formula, charge and spin) ... 18.0 kcal per mole
Multiplicity ... 1
Charge ... +1
Total energy ... -15292.457 eV
HOMO-LUMO gap (alpha / beta) ... 2.843 / 2.843 eV

Geometry (Å):
Sr: 4.013 2.203 -0.794
O: -1.934 0.166 0.789
O: -4.054 -0.087 0.823
O: 3.672 -0.044 -0.068
O: 1.775 -1.242 -0.018
O: 1.762 0.936 -0.412
C: -2.991 0.402 0.129
C: 0.350 -1.087 -0.243
C: -0.008 0.354 0.133
C: 2.447 -0.162 -0.263
H: -0.137 -1.824 0.399
H: 0.142 -1.292 -1.298
H: 0.222 0.576 1.181
H: -0.400 0.912 -0.724
H: -4.857 0.190 0.368


Formula: C4H5O6Pb
Source: OMol25
Level of theory: wB97M-V/def2-TZVPD

Computed properties:
Energy relative to the best compared isomer or geometry (same formula, charge and spin) ... 19.8 kcal per mole
Multiplicity ... 1
Charge ... +1
Total energy ... -21753.908 eV
HOMO-LUMO gap ... 6.990 eV

Geometry (Å):
Pb: 4.560 0.251 0.886
O: -1.360 1.061 -1.496
O: 2.806 1.209 0.073
O: 2.760 -0.911 0.619
O: -1.918 2.336 0.253
O: 0.982 0.027 -0.382
O: -1.985 0.190 0.464
C: 0.120 -1.040 0.001
C: -1.859 1.176 -0.385
C: 2.189 0.105 0.121
C: -1.366 -1.131 0.005
H: -1.700 -2.013 0.565
H: -2.095 3.044 -0.379
H: -1.737 -1.283 -1.016
H: 0.511 -1.933 -0.501
H: 0.092 -1.088 1.173